Entry 1:
ORCA calculation (ωB97M-V/def2-TZVPD) on 2 unconnected molecules or ions with the total composition C3H9N3O2.

**LUMO**: 0.0255 hartree
**Energy relative to the best compared isomer or geometry (same formula, charge and spin)**: 699.5 kJ/mol
**Net charge**: 0
**Orbital gap**: 9.8 eV
**Structure (SMILES)**: [O-]/[NH+]=N\O.CC(C)=N

```
17
Properties=species:S:1:pos:R:3:nbo_charge:R:1
C -0.82 1.64 0.09 -0.721
C -1.28 -0.69 -0.47 -0.653
C -0.40 0.24 0.38 0.315
N 0.36 -0.23 1.28 -0.630
N 3.03 0.23 0.29 0.157
N 2.56 -0.89 0.49 0.037
O 3.51 0.76 -0.70 -0.474
O 2.62 -1.75 -0.58 -0.536
H -1.89 1.89 -0.03 0.237
H -0.40 2.48 0.64 0.220
H -0.58 1.95 -0.92 0.237
H -2.33 -0.39 -0.35 0.218
H -1.09 -1.69 -0.30 0.221
H -1.00 -0.49 -1.55 0.216
H 2.47 -2.62 -0.16 0.490
H 0.87 0.36 1.90 0.331
H 2.87 0.85 1.19 0.335
```

=====

Entry 2:
ORCA calculation (ωB97M-V/def2-TZVPD) on C5H11N in the gas phase.

**LUMO**: 0.0403 hartree
**Energy relative to the best compared isomer or geometry (same formula, charge and spin)**: 173.7 kJ/mol
**Net charge**: 0
**Orbital gap**: 9.6 eV
**Structure (SMILES)**: C=C(CC)NC

```
17
Properties=species:S:1:pos:R:3:nbo_charge:R:1
C -0.62 -1.40 1.54 -0.610
C 0.55 -0.78 0.78 -0.445
C 0.12 0.62 0.24 0.217
C 0.49 1.76 0.86 -0.505
C 0.05 0.05 -2.24 -0.427
N -0.64 0.60 -1.04 -0.649
H -0.68 -0.96 2.60 0.211
H -1.56 -1.15 1.07 0.215
H -0.50 -2.47 1.46 0.214
H 1.01 -1.29 -0.20 0.210
H 1.29 -0.68 1.58 0.216
H -0.03 2.74 0.70 0.198
H 0.98 1.67 1.84 0.200
H -0.34 -0.92 -2.48 0.192
H 1.09 0.04 -2.35 0.192
H -0.21 0.62 -3.13 0.203
H -1.00 1.55 -1.22 0.369
```

=====

Entry 3:
ORCA calculation (ωB97M-V/def2-TZVPD) on C2H5NO2 in the gas phase.

**LUMO**: 0.0152 hartree
**Energy relative to the best compared isomer or geometry (same formula, charge and spin)**: 375.1 kJ/mol
**Net charge**: 0
**Orbital gap**: 10.0 eV
**Structure (SMILES)**: CN(O)C=O

```
10
Properties=species:S:1:pos:R:3:nbo_charge:R:1
C -0.30 1.10 0.14 -0.419
C 1.18 -0.87 0.11 0.490
H -0.44 1.36 1.14 0.210
H -1.31 0.99 -0.28 0.189
H 0.45 1.77 -0.66 0.248
H -1.69 -0.83 -0.71 0.463
H 1.07 -2.01 -0.03 0.146
N -0.03 -0.28 0.00 -0.172
O -1.17 -1.07 0.20 -0.529
O 2.24 -0.16 0.09 -0.626
```

=====

Entry 4:
ORCA calculation (ωB97M-V/def2-TZVPD) on C3H7NO2 in the gas phase.

**LUMO**: 0.0314 hartree
**Energy relative to the best compared isomer or geometry (same formula, charge and spin)**: 118.0 kJ/mol
**Net charge**: 0
**Orbital gap**: 10.4 eV
**Structure (SMILES)**: COC(=O)CN

```
13
Properties=species:S:1:pos:R:3:nbo_charge:R:1
C -1.81 1.27 0.21 -0.265
O -0.47 0.78 0.40 -0.499
C -0.35 -0.48 -0.01 0.762
O -1.30 -1.14 -0.37 -0.617
C 1.02 -1.12 -0.14 -0.334
N 2.25 -0.36 -0.19 -0.820
H -1.78 2.35 0.35 0.193
H -2.49 0.80 0.93 0.195
H -2.14 1.01 -0.80 0.201
H 0.74 -1.69 -1.03 0.234
H 1.12 -1.90 0.62 0.225
H 2.25 0.37 -0.89 0.362
H 2.45 0.09 0.70 0.363
```

=====

Entry 5:
ORCA calculation (ωB97M-V/def2-TZVPD) on a gas-phase ion, C5H7F2N2 (charge +1).

**LUMO (alpha / beta)**: -0.2398 / -0.2399 hartree
**Energy relative to the best compared isomer or geometry (same formula, charge and spin)**: 285.7 kJ/mol
**Net charge**: +1
**Orbital gap (alpha / beta)**: 8.4 / 8.4 eV
**Structure (SMILES)**: C[N+]1=NC(F)=C[C@@H](F)C1

```
16
Properties=species:S:1:pos:R:3:nbo_charge:R:1
C -1.86 0.35 0.41 -0.147
C -1.25 -0.99 0.50 0.155
C -1.03 1.42 0.31 0.421
C 0.14 -0.98 -0.22 -0.326
C 2.29 0.35 -0.46 -0.420
N 0.33 1.41 0.17 0.007
N 0.89 0.35 -0.06 0.060
F -1.47 2.67 0.07 -0.269
F -2.06 -1.97 0.10 -0.297
H -2.94 0.58 0.34 0.291
H -1.28 -1.15 1.56 0.210
H 0.71 -1.90 0.21 0.288
H -0.19 -1.15 -1.22 0.266
H 2.52 1.31 -0.88 0.260
H 2.98 0.16 0.36 0.264
H 2.23 -0.46 -1.21 0.238
```

=====

Entry 6:
ORCA calculation (ωB97M-V/def2-TZVPD) on C6H11NO in the gas phase.

**LUMO**: 0.0270 hartree
**Energy relative to the best compared isomer or geometry (same formula, charge and spin)**: 816.7 kJ/mol
**Net charge**: 0
**Orbital gap**: 8.6 eV
**Structure (SMILES)**: C[C@@]12COC[C@]1(C)N2

```
19
Properties=species:S:1:pos:R:3:nbo_charge:R:1
C -0.57 -1.92 0.67 -0.666
C 0.11 -1.00 -0.24 0.109
C -0.51 -0.34 -1.28 -0.131
C -0.80 1.00 0.75 -0.116
C 0.66 0.54 0.49 -0.021
C 1.14 1.62 -0.49 -0.671
H 0.09 -2.98 0.88 0.235
H -0.61 -1.25 1.60 0.227
H -1.68 -2.20 0.21 0.243
H 0.15 0.13 -1.94 0.216
H -1.25 -1.17 -1.71 0.208
H -1.31 0.56 1.56 0.177
H -1.05 2.07 1.15 0.232
H 1.47 2.75 0.08 0.225
H 0.43 2.14 -1.38 0.223
H 1.94 1.18 -1.07 0.221
H 1.59 -1.07 1.11 0.364
N 1.56 -0.71 0.19 -0.501
O -1.36 0.65 -0.58 -0.574
```

=====

Total energy, respectively: -434.25974, -251.79637, -284.32449, -323.73602, -503.59267, -364.92040 a.u..